Molecular formula: C23H16INO4
Method: DFT, ωB97M-V/def2-TZVPD

Values from the calculation:
E: -1539.2432 Eh
E_LUMO: -0.76 eV
largest force on an atom: 7.204 eV/Å
energy relative to the best compared isomer or geometry (same formula, charge and spin): 1.3 kcal/mol

ORCA input file:
```
! wB97M-V def2-TZVPD RIJCOSX def2/J DEFGRID3
* xyz 0 1
O -2.670 -2.372 -4.086
C -1.576 -2.074 -3.566
C -0.364 -1.712 -4.322
C -0.161 -1.827 -5.805
C 1.178 -1.502 -6.412
C 2.281 -2.069 -5.729
C 3.611 -1.903 -6.214
C 3.855 -1.360 -7.477
C 2.752 -0.743 -8.150
C 1.452 -0.742 -7.615
C -1.557 -2.120 -2.053
C -2.805 -2.292 -1.359
C -2.868 -2.089 0.044
C -1.725 -1.823 0.821
O -1.777 -1.488 2.130
C -2.802 -0.725 2.726
C -2.405 0.134 3.851
C -1.222 -0.040 4.568
C -1.283 0.928 5.595
C -0.192 0.995 6.539
C 0.004 1.942 7.459
C 1.096 1.309 8.256
C 1.454 0.151 7.670
I 3.118 -1.012 8.545
O 0.631 -0.105 6.647
N -2.381 1.637 5.486
O -3.107 1.182 4.362
C -0.481 -1.988 0.183
C -0.435 -2.008 -1.245
H 0.524 -1.241 -3.751
H -0.944 -2.217 -6.345
H 2.161 -2.399 -4.748
H 4.416 -2.321 -5.642
H 4.935 -1.317 -7.901
H 2.916 -0.079 -9.031
H 0.762 -0.135 -8.140
H -3.713 -2.382 -1.979
H -3.883 -2.241 0.536
H -3.496 -1.447 3.047
H -3.324 -0.061 2.015
H -0.363 -0.669 4.394
H -0.506 2.835 7.648
H 1.534 1.774 9.171
H 0.367 -1.816 0.832
H 0.515 -1.894 -1.569
*
```

Mulliken population analysis, charges in e, atoms 1 to 8:
1 O -0.658
2 C 0.528
3 C -0.281
4 C -0.893
5 C 0.740
6 C -0.629
7 C -0.495
8 C -0.400

---

Molecular formula: C23H17BN2O2PS2Sn
Method: DFT, ωB97M-V/def2-TZVPD

Values from the calculation:
E: -2523.2959 Eh
E_LUMO (alpha / beta): -5.56 / -5.53 eV
largest force on an atom: 1.127 eV/Å

ORCA input file:
```
! wB97M-V def2-TZVPD RIJCOSX def2/J DEFGRID3
* xyz 1 1
Sn -1.730 0.129 -1.761
S -3.871 1.555 -0.544
C -2.877 2.821 -0.989
S -1.445 2.675 -1.861
C -3.510 4.057 -0.506
C -4.042 5.005 -1.397
N -4.469 5.790 -2.128
C -3.510 4.346 0.873
N -3.456 4.590 2.000
C 1.168 -0.940 0.052
P -0.485 -0.340 0.559
C -1.229 -1.763 1.402
C -1.214 -2.996 0.748
C -1.677 -4.127 1.398
C -2.173 -4.027 2.691
C -2.236 -2.793 3.321
C -1.769 -1.656 2.681
C -0.068 0.876 1.839
C -0.444 2.209 1.749
C 0.011 3.128 2.682
C 0.858 2.716 3.697
C 1.213 1.377 3.811
C 0.748 0.454 2.893
H 1.697 -1.326 0.920
H 1.722 -0.100 -0.370
H 1.085 -1.729 -0.696
H -0.837 -3.071 -0.266
H -1.647 -5.086 0.900
H -2.513 -4.915 3.208
H -2.650 -2.714 4.318
H -1.816 -0.692 3.172
H -1.093 2.532 0.952
H -0.298 4.162 2.617
H 1.242 3.436 4.407
H 1.857 1.049 4.616
H 1.001 -0.593 3.001
O 1.297 0.564 -3.077
B 0.263 -0.319 -3.001
O 0.592 -1.582 -3.391
C 1.938 -1.502 -3.730
C 2.793 -2.499 -4.143
C 4.117 -2.126 -4.343
C 4.548 -0.817 -4.147
C 3.675 0.187 -3.743
C 2.368 -0.194 -3.536
H 2.453 -3.512 -4.310
H 4.829 -2.878 -4.654
H 5.589 -0.575 -4.310
H 3.999 1.209 -3.605
*
```

Mulliken population analysis, charges in e, atoms 1 to 8:
1 Sn 0.372
2 S -0.081
3 C 0.628
4 S -0.172
5 C 0.092
6 C 0.073
7 N -0.340
8 C 0.085

---

- Which formula does entry 2 have?
  C23H17BN2O2PS2Sn